i:
The following is a quantum chemistry calculation of a gas-phase ion, C3H8N3 (charge +1), from the OMol25 dataset.

```
14
Properties=species:S:1:pos:R:3
C 0.70 1.32 -1.10
N 0.39 0.24 -0.27
N 0.68 -0.96 -0.62
C 0.02 -1.80 0.25
N -0.56 -1.05 1.28
C -0.41 0.30 0.90
H 0.70 2.16 -0.39
H -0.11 1.38 -1.87
H 1.62 1.17 -1.56
H -0.82 -2.05 -0.67
H 0.59 -2.82 0.50
H -0.81 -1.48 2.18
H -1.39 0.72 0.63
H -0.02 1.01 1.60
```

- HOMO energy (eV) = -13.94
- gap between HOMO and LUMO (eV) = 8.3
- SMILES string = C[N+]1=NCNC1
- charge = +1

---

ii:
The following is a quantum chemistry calculation of a gas-phase ion, C3H8N3 (charge +1), from the OMol25 dataset.

```
14
Properties=species:S:1:pos:R:3
C -2.22 0.78 0.10
N -1.53 -0.22 -0.28
N -0.24 -0.27 -0.07
C 0.24 -1.64 -0.05
C 0.69 0.83 -0.16
N 1.98 0.79 -0.03
H -3.11 0.90 -0.37
H -1.74 1.61 0.51
H 0.75 -1.95 -0.99
H 0.90 -1.80 0.88
H -0.66 -2.33 -0.03
H 0.10 1.80 -0.03
H 2.51 1.59 0.22
H 2.34 -0.09 0.30
```

- HOMO energy (alpha / beta) (eV) = -14.04 / -14.04
- gap between HOMO and LUMO (alpha / beta) (eV) = 9.2 / 9.2
- SMILES string = C=NN(C)C=[NH2+]
- charge = +1

---

Bottom line: ii, by a margin of 8.3 kcal/mol.

---

i:
The following is a quantum chemistry calculation of a gas-phase ion, C3H8N3 (charge +1), from the OMol25 dataset.

```
14
Properties=species:S:1:pos:R:3
H 0.30 3.98 -0.68
N 0.27 2.91 -0.63
C -0.23 2.35 0.34
N -0.15 0.91 0.59
C -0.10 -0.16 -0.23
N -0.05 -1.34 0.29
C 0.17 -2.52 -0.51
H -0.58 2.99 1.19
H -0.16 0.61 1.61
H -0.12 -0.04 -1.24
H -0.18 -1.38 1.26
H -0.28 -3.46 0.07
H -0.13 -2.32 -1.48
H 1.26 -2.54 -0.57
```

- HOMO energy (eV) = -14.43
- gap between HOMO and LUMO (eV) = 10.3
- SMILES string = [H]/N=C/N/C=[NH+]/C
- charge = +1

---

ii:
The following is a quantum chemistry calculation of a gas-phase ion, C3H8N3 (charge +1), from the OMol25 dataset.

```
14
Properties=species:S:1:pos:R:3
C 0.50 -1.26 -0.29
N 1.30 -0.22 0.32
C 0.82 0.99 -0.22
N -0.64 0.72 -0.50
C -1.44 -0.04 0.62
N -0.84 -0.69 -0.49
H 0.88 -1.49 -1.29
H 0.46 -2.17 0.31
H 1.37 -0.26 1.33
H 0.96 1.86 0.43
H 1.26 1.19 -1.21
H -1.15 1.28 -1.18
H -2.52 0.08 0.58
H -0.97 0.01 1.59
```

- HOMO energy (eV) = -14.91
- gap between HOMO and LUMO (eV) = 11.7
- SMILES string = C1NC[N@@H+]2CN12
- charge = +1

---

iii:
The following is a quantum chemistry calculation of a gas-phase ion, C3H8N3 (charge +1), from the OMol25 dataset.

```
14
Properties=species:S:1:pos:R:3
C -1.80 -1.13 0.19
N -0.70 -0.40 0.22
C 0.03 -0.11 -1.16
N 1.29 0.42 -0.71
C 1.01 1.07 0.56
N -0.09 0.33 1.20
H -2.03 -1.66 -0.74
H -2.37 -1.15 1.05
H -0.55 0.52 -1.75
H 0.21 -1.04 -1.69
H 2.25 -0.01 -0.84
H 1.82 1.01 1.11
H 0.73 2.09 0.41
H 0.20 0.05 2.15
```

- HOMO energy (eV) = -14.10
- gap between HOMO and LUMO (eV) = 9.4
- SMILES string = C=[N+]1CNCN1
- charge = +1

---

iv:
The following is a quantum chemistry calculation of a gas-phase ion, C3H8N3 (charge +1), from the OMol25 dataset.

```
14
Properties=species:S:1:pos:R:3
N -2.15 -0.83 0.27
C -1.43 0.12 -0.38
C -0.36 1.10 0.03
N 0.22 -0.03 -0.52
C 1.31 -0.68 -0.21
N 2.43 -0.05 0.14
H -2.33 -0.66 1.24
H -2.93 -1.35 -0.15
H -1.68 0.43 -1.39
H -0.15 2.03 -0.59
H -0.09 1.26 1.15
H 1.40 -1.73 -0.15
H 2.46 0.88 0.44
H 3.30 -0.50 0.15
```

- HOMO energy (eV) = -14.01
- gap between HOMO and LUMO (eV) = 10.6
- SMILES string = N[C@H]1CN1C=[NH2+]
- charge = +1

---

Bottom line: i, by a margin of 9.2 kcal/mol.

---

i:
The following is a quantum chemistry calculation of 2 unconnected molecules or ions with the total composition C3H5NO2S, from the OMol25 dataset.

```
12
Properties=species:S:1:pos:R:3
C 1.01 0.55 -0.52
C 1.46 0.11 0.89
C 0.71 -0.80 -0.01
N -1.61 -0.98 0.68
O -3.79 0.06 -0.01
O -1.77 0.79 -1.25
S -2.37 -0.08 -0.22
H 0.12 1.14 -0.54
H 1.57 0.54 -1.36
H 2.59 -0.11 1.07
H 1.18 0.59 1.73
H 0.89 -1.82 -0.45
```

- HOMO energy (alpha / beta) (eV) = -9.88 / -9.88
- gap between HOMO and LUMO (alpha / beta) (eV) = 8.3 / 8.3

---

ii:
The following is a quantum chemistry calculation of 2 unconnected molecules or ions with the total composition C3H5NO2S, from the OMol25 dataset.

```
12
Properties=species:S:1:pos:R:3
C 0.45 -0.08 0.13
C -0.89 -0.70 -0.28
C 1.54 -0.92 0.78
N -1.89 1.59 -1.25
O -2.13 2.03 -2.33
O -1.57 2.15 -0.25
S -1.01 0.15 1.19
H 0.69 0.88 -0.31
H -0.87 -1.71 -0.48
H 1.29 -1.14 1.73
H 2.53 -0.40 0.78
H 1.86 -1.85 0.30
```

- HOMO energy (alpha / beta) (eV) = -9.61 / -8.15
- gap between HOMO and LUMO (alpha / beta) (eV) = 8.9 / 6.8

---

iii:
The following is a quantum chemistry calculation of a single C3H5NO2S molecule, from the OMol25 dataset.

```
12
Properties=species:S:1:pos:R:3
C -2.54 0.78 -1.55
C -0.98 1.40 0.25
C 1.74 -0.77 0.94
N -1.59 1.21 -0.79
O 0.24 1.51 0.63
O 2.79 1.62 0.32
S 1.68 0.80 -0.07
H -3.12 1.45 -2.07
H -3.02 -0.17 -1.57
H 2.67 -1.35 0.65
H 0.82 -1.44 0.62
H 2.02 -0.60 2.02
```

- HOMO energy (alpha / beta) (eV) = -7.64 / -7.65
- gap between HOMO and LUMO (alpha / beta) (eV) = 7.9 / 7.9

---

iv:
The following is a quantum chemistry calculation of a single C3H5NO2S molecule, from the OMol25 dataset.

```
12
Properties=species:S:1:pos:R:3
H -2.41 1.42 -1.17
N -1.99 1.60 -0.18
C -1.60 0.60 0.44
O -1.74 -0.74 -0.04
C -0.47 -1.35 -0.01
C 0.77 -0.88 0.00
S 1.35 0.66 0.36
O 2.84 0.68 -0.35
H -1.23 0.70 1.46
H -0.69 -2.33 -0.28
H 1.62 -1.50 -0.33
H 3.55 1.14 0.10
```

- HOMO energy (eV) = -7.97
- gap between HOMO and LUMO (eV) = 8.3
- SMILES string = [H]/N=C\O/C=C\SO

---

Bottom line: iv, by a margin of 44.2 kcal/mol.

---

i:
The following is a quantum chemistry calculation of a molecular structure, C3H5NO2S, from the OMol25 dataset.

```
12
Properties=species:S:1:pos:R:3
C 2.19 -0.12 -0.53
C 0.14 -0.12 0.90
C -2.51 0.44 -0.20
H 3.12 0.53 -0.54
H 1.47 -0.02 -1.32
H 2.48 -1.18 -0.52
H -0.43 0.36 1.74
H -3.64 0.38 -0.55
N -0.31 -0.94 0.09
O 1.42 0.33 0.69
O -2.05 1.54 0.05
S -1.88 -1.20 0.17
```

- HOMO energy (eV) = -9.03
- gap between HOMO and LUMO (eV) = 9.6

---

ii:
The following is a quantum chemistry calculation of 2 unconnected molecules or ions with the total composition C3H5NO2S, from the OMol25 dataset.

```
12
Properties=species:S:1:pos:R:3
C 0.96 -0.20 -0.99
C 0.66 0.47 0.10
C -0.47 0.28 0.96
O -1.15 -0.71 0.67
H 1.81 0.11 -1.46
H 0.21 -0.98 -1.19
H 1.39 1.21 0.30
H -0.67 1.01 1.68
O -5.39 1.19 -0.68
N -4.38 0.72 -0.24
S -4.33 -0.96 0.27
H -2.99 -0.80 0.10
```

- HOMO energy (eV) = -8.96
- gap between HOMO and LUMO (eV) = 8.5
- SMILES string = C=CC=O.O=NS

---

Bottom line: i, by a margin of 54.8 kcal/mol.

---

i:
The following is a quantum chemistry calculation of a molecular structure, C10H5BrGaNO5, from the OMol25 dataset.

```
23
Properties=species:S:1:pos:R:3
O 4.11 1.68 -2.33
C 3.39 1.40 -1.48
Ga 0.24 0.09 -0.14
O 0.90 0.27 -3.46
C 0.77 0.23 -2.33
C 0.08 0.16 2.24
O -0.25 0.06 3.33
C -0.55 2.01 -0.16
O -1.16 2.99 -0.13
C 1.20 -1.76 0.03
O 1.58 -2.84 0.15
H 1.63 0.73 0.26
Br -5.69 0.33 0.35
C -4.15 -0.69 -0.10
C -4.31 -1.97 -0.62
C -3.14 -2.65 -0.96
C -1.88 -2.05 -0.78
N -1.76 -0.81 -0.29
C -2.87 -0.11 0.07
H -5.31 -2.38 -0.75
H -3.19 -3.65 -1.37
H -0.95 -2.57 -1.03
H -2.71 0.89 0.46
```

- HOMO energy (eV) = -16.34
- gap between HOMO and LUMO (eV) = 7.5
- charge = +2

---

ii:
The following is a quantum chemistry calculation of a molecular structure, C10H5BrGaNO5, from the OMol25 dataset.

```
23
Properties=species:S:1:pos:R:3
O 0.19 0.04 -4.91
C -0.70 0.01 -4.18
Ga -0.60 0.02 -1.41
O 2.63 -0.01 -2.97
C 1.56 0.02 -2.54
C -2.97 -0.04 -0.50
O -3.88 -0.06 0.22
C -0.58 -1.91 -1.30
O -0.54 -3.05 -1.05
C -0.69 1.96 -1.37
O -0.74 3.11 -1.22
H -1.58 -0.02 -3.14
Br 0.23 -2.61 3.90
C 0.47 -1.06 2.81
C 1.19 0.05 3.24
C 1.37 1.16 2.43
C 0.82 1.12 1.16
N 0.13 0.05 0.74
C -0.10 -1.03 1.51
H 1.62 0.07 4.22
H 1.92 2.06 2.69
H 0.93 1.96 0.49
H -0.67 -1.86 1.17
```

- HOMO energy (eV) = -14.99
- gap between HOMO and LUMO (eV) = 6.1
- charge = +2

---

Bottom line: i, by a margin of 85.3 kcal/mol.

---

i:
The following is a quantum chemistry calculation of 2 unconnected molecules or ions with the total composition C7H12F3N3O2, from the OMol25 dataset.

```
27
Properties=species:S:1:pos:R:3
H -1.49 -2.39 3.23
N -1.06 -1.56 2.68
C -0.54 -1.77 1.53
C 0.16 -0.74 0.88
N 0.60 0.28 1.72
C 0.41 -0.79 -0.44
C 1.47 0.13 -0.98
C 0.77 1.37 -1.51
C -0.52 -3.15 0.86
F 0.76 -3.55 0.72
F -1.11 -4.02 1.71
F -1.11 -3.27 -0.29
H 0.83 0.20 2.66
H 1.29 0.90 1.29
H -0.25 -1.11 -1.33
H 1.88 -0.35 -1.88
H 2.40 0.38 -0.47
H 1.42 1.91 -2.25
H -0.26 1.04 -1.89
H 0.62 2.20 -0.67
C -2.92 -0.15 0.71
N -2.48 0.98 0.24
O -2.19 1.29 -0.88
O -2.44 1.97 1.27
H -3.09 -0.96 0.07
H -3.21 -0.14 1.71
H -1.74 2.58 1.17
```

- HOMO energy (alpha / beta) (eV) = -8.38 / -8.38
- gap between HOMO and LUMO (alpha / beta) (eV) = 8.4 / 8.4
- SMILES string = [H]/N=C(/C(N)=C/CC)C(F)(F)F.C=[N+]([O-])O

---

ii:
The following is a quantum chemistry calculation of a single C7H12F3N3O2 molecule, from the OMol25 dataset.

```
27
Properties=species:S:1:pos:R:3
C 2.53 1.41 -1.49
C 2.36 1.14 -0.02
C 1.19 0.26 0.10
C 0.02 0.51 0.70
N -0.52 1.67 1.26
C -1.16 -0.65 0.63
N -2.18 -0.48 1.62
C -1.83 -0.74 -0.80
N -0.93 -0.36 -1.91
O -0.35 -1.25 -2.42
O -0.86 0.82 -2.23
C -0.58 -2.11 0.91
F 0.14 -2.35 2.01
F -1.62 -2.93 1.02
F 0.17 -2.59 -0.08
H 3.32 2.15 -1.52
H 3.00 0.49 -1.90
H 1.71 1.61 -2.00
H 3.23 0.50 0.40
H 2.15 2.03 0.72
H 1.38 -0.79 -0.16
H -1.07 1.48 2.09
H 0.14 2.52 1.48
H -2.90 -1.21 1.71
H -2.52 0.52 1.58
H -2.27 -1.66 -0.97
H -2.55 0.01 -0.74
```

- HOMO energy (eV) = -8.46
- gap between HOMO and LUMO (eV) = 8.9
- SMILES string = CC/C=C(\N)[C@@](N)(C[N+](=O)[O-])C(F)(F)F

---

Bottom line: ii, by a margin of 30.6 kcal/mol.